# C2H3FS2

A single C2H3FS2 molecule (ωB97M-V/def2-TZVPD, OMol25).

XYZ file:
```
8
Properties=species:S:1:pos:R:3
C 1.25 0.94 -0.99
C 0.62 0.40 0.02
F 1.31 2.29 -1.10
S -0.88 -1.84 1.75
S 0.42 -1.68 0.23
H 1.77 0.44 -1.78
H 0.10 0.87 0.83
H -2.01 -1.99 1.03
```

Calculated values
HOMO (eV): -9.3
SMILES: F/C=C/SS
HOMO-LUMO gap (hartree): 0.3564
Molecular weight (Da): 110.178
LUMO level (eV): 0.44
Energy above the lowest of the compared OMol25 structures with the same formula, charge and spin (eV): 0.9274